(1)
Density functional theory data (the ωB97M-V functional and the def2-TZVPD basis) for C37H55GeN8O2Pt as an isolated structure.

Positions of all 104 atoms, in Å:
Pt: -0.00948 -1.35358 -0.41776
C: -2.57141 -4.34912 2.28707
N: -2.24429 -2.95906 2.57741
C: -3.03391 -2.23211 3.58255
C: -2.63909 -0.78673 3.31706
N: -1.34860 -0.95096 2.65152
C: -0.56166 0.22102 2.32941
C: -1.24582 -2.18653 2.12777
N: -0.25527 -2.49551 1.25890
C: 0.25408 -3.87184 1.11281
C: 0.86633 -4.08449 -0.27161
N: 1.59731 -2.88780 -0.68999
C: 2.27051 -2.87335 -1.83448
N: 2.95163 -1.75763 -2.22138
C: 2.72436 -0.43834 -1.67673
C: 3.33938 -1.87975 -3.62504
C: 3.38947 -3.38686 -3.78477
N: 2.42829 -3.83715 -2.76979
C: 2.24827 -5.28049 -2.64615
H: -3.53522 -4.55431 2.74490
H: -1.84949 -5.04455 2.71340
H: -2.67362 -4.51362 1.21548
H: -2.76138 -2.56522 4.58643
H: -4.09420 -2.41424 3.42632
H: -2.53245 -0.19572 4.22404
H: -3.33752 -0.28121 2.64411
H: -0.55072 0.87189 3.20295
H: -0.98596 0.76154 1.47944
H: 0.46394 -0.05745 2.09181
H: -0.51337 -4.62681 1.23305
H: 0.99978 -4.06139 1.89309
H: 0.05792 -4.30872 -0.97464
H: 1.50925 -4.96319 -0.20485
H: 2.74439 -0.45949 -0.58785
H: 1.77638 -0.00196 -2.01806
H: 3.52966 0.21247 -2.01411
H: 4.29648 -1.39726 -3.80914
H: 2.57824 -1.42835 -4.26984
H: 4.38273 -3.78814 -3.56221
H: 3.08393 -3.72572 -4.77159
H: 2.42928 -5.70962 -3.62843
H: 1.23605 -5.54339 -2.36288
H: 2.96298 -5.72321 -1.94890
O: -0.77004 -0.77428 -2.24764
C: -1.76954 -0.04964 -1.86556
O: -1.97878 0.12587 -0.65070
C: -2.64125 0.54990 -2.93080
C: -3.62832 1.57610 -2.38576
Ge: -2.76701 3.05725 -1.42335
C: -3.28923 4.75117 -2.36431
C: -4.59825 4.90150 -2.91845
C: -5.03693 6.12047 -3.33597
C: -4.15567 7.23451 -3.27865
C: -2.83577 7.10384 -2.78187
C: -2.40335 5.88034 -2.36832
C: -0.82352 3.02195 -1.48263
C: -0.09580 3.01360 -0.29285
C: 1.29275 3.03177 -0.31257
C: 1.96955 3.05975 -1.52530
C: 1.25819 3.06021 -2.71757
C: -0.13036 3.04137 -2.69393
C: -3.44939 3.32258 0.37334
C: -4.03480 2.26841 1.07353
C: -4.53803 2.47242 2.35196
C: -4.45249 3.72425 2.94585
C: -3.86194 4.77724 2.26160
C: -3.36769 4.57667 0.98092
H: -3.16988 -0.27875 -3.41134
H: -1.98281 0.95919 -3.69840
H: -4.30912 1.09826 -1.68072
H: -4.24249 1.96192 -3.19980
H: -5.26209 4.04744 -2.96169
H: -6.04047 6.25943 -3.71448
H: -4.49682 8.19493 -3.64536
H: -2.18762 7.96893 -2.75132
H: -1.38939 5.74712 -2.01040
H: -0.61918 3.02233 0.65753
H: 1.84675 3.05900 0.61768
H: 3.05118 3.10615 -1.54156
H: 1.78219 3.09634 -3.66391
H: -0.66795 3.06228 -3.63703
H: -4.10438 1.28611 0.62098
H: -5.02115 1.66045 2.88143
H: -4.85645 3.88320 3.93687
H: -3.79606 5.75450 2.72097
H: -2.91246 5.41311 0.46030
C: 5.49785 -2.64787 4.24983
C: 5.06593 -2.12565 2.88446
C: 5.48434 -3.07278 1.76658
C: 5.58273 -0.70630 2.63865
N: 3.57768 -2.05986 2.93303
N: 2.83402 -2.07956 1.85226
H: 6.58522 -2.65527 4.30043
H: 5.14086 -3.66322 4.42067
H: 5.13976 -2.00161 5.05409
H: 6.56437 -3.20044 1.81490
H: 5.26598 -2.67269 0.77282
H: 5.02956 -4.05796 1.88179
H: 6.67157 -0.72694 2.61007
H: 5.28191 -0.02989 3.43931
H: 5.22278 -0.31572 1.68560
H: 3.13248 -1.71076 3.77435
H: 1.81817 -2.02737 1.91589
H: 3.21349 -2.48736 1.00527

The spin multiplicity is 5. The electronic energy is -115013.4837 eV. As for the LUMO energy (alpha / beta): -6.769 / -10.631 eV. As for the total charge: +3. The HOMO-LUMO gap (alpha / beta) is 7.8 / 4.9 eV. The calculation puts the HOMO energy (alpha / beta) at -14.60 / -15.49 eV. Its expectation value of S² is 6.028.

(2)
Density functional theory data (the ωB97M-V functional and the def2-TZVPD basis) for a 2-piece molecular cluster, C5H10O overall.

Positions of all 16 atoms, in Å:
C: -0.04128 0.43813 1.82142
C: 0.61539 0.94478 0.41431
C: -0.11749 1.54793 -0.81393
C: 0.36388 0.05958 -0.75075
C: -0.67945 -0.93863 -0.91634
H: -1.28189 0.70955 1.79282
H: 0.35149 -0.58991 2.09714
H: 0.75462 0.99193 2.73182
H: 1.53349 1.32899 0.84605
H: 0.42380 2.43317 -1.24525
H: -1.02861 2.12200 -0.95681
H: 1.28469 0.01549 -1.50176
H: -1.92451 -0.66546 -0.83958
H: -0.27872 -1.30722 -2.01898
H: 1.38998 -1.25744 0.49628
O: -0.25883 -2.01149 0.00876

The spin multiplicity is 1. The electronic energy is -7384.4250 eV. As for the LUMO energy: -1.691 eV. The HOMO-LUMO gap is 7.7 eV. The relative energy (zero: lowest compared OMol25 entry of this formula, charge and spin) comes out at 10.340 eV. The calculation puts the HOMO energy at -9.42 eV.

(3)
Density functional theory data (the ωB97M-V functional and the def2-TZVPD basis) for a 2-piece molecular cluster, C5H11N3 overall.

Positions of all 19 atoms, in Å:
C: 2.30558 0.98171 1.32218
C: -0.81346 -0.04479 0.21077
C: -0.41021 -2.25017 0.46960
C: -2.80864 1.14572 -0.65121
C: 1.77897 0.01841 -0.92040
N: 0.12624 0.75412 0.70770
N: -2.00698 0.08657 -0.18474
N: 1.35549 0.58451 0.43860
H: 1.91933 1.45732 2.12378
H: 3.29910 1.20612 1.02065
H: 0.67783 -2.15142 0.59422
H: -0.56868 -2.93386 -0.36513
H: -1.07961 -2.59516 1.23688
H: -2.24726 2.07600 -0.94357
H: -3.75457 1.51046 -0.06430
H: -3.29538 0.75304 -1.54604
H: 2.66727 0.54235 -1.27451
H: 0.86612 -0.05678 -1.49946
H: 1.98888 -1.08415 -0.67501

The spin multiplicity is 1. The electronic energy is -9827.0215 eV. As for the LUMO energy (alpha / beta): -0.118 / -0.119 eV. The HOMO-LUMO gap (alpha / beta) is 7.2 / 7.2 eV. The relative energy (zero: lowest compared OMol25 entry of this formula, charge and spin) comes out at 6.885 eV. The calculation puts the HOMO energy (alpha / beta) at -7.32 / -7.32 eV.

(4)
Density functional theory data (the ωB97M-V functional and the def2-TZVPD basis) for one molecule with the formula C3H8P2.

Positions of all 13 atoms, in Å:
C: 1.88947 0.13793 -0.55751
C: -2.26304 0.21946 0.36528
C: -0.77485 -0.23088 0.09461
P: 3.25055 -0.33033 0.28846
P: 0.46060 1.19136 -0.06798
H: 1.75456 -0.32501 -1.53466
H: -2.28648 0.81487 1.26434
H: -2.81660 0.72791 -0.51976
H: -2.95799 -0.57733 0.34097
H: -0.57943 -0.70676 -0.90931
H: -0.42029 -1.05538 0.75946
H: 3.73085 -1.08449 -0.75297
H: 1.01267 1.21865 1.22907

The spin multiplicity is 1. The electronic energy is -21816.0110 eV. As for the LUMO energy: 0.113 eV. The HOMO-LUMO gap is 9.0 eV. The relative energy (zero: lowest compared OMol25 entry of this formula, charge and spin) comes out at 0.755 eV. The calculation puts the HOMO energy at -8.89 eV. Its SMILES is [H]/P=C/PCC.

(5)
Density functional theory data (the ωB97M-V functional and the def2-TZVPD basis) for one molecule with the formula C5H13NO3S.

Positions of all 23 atoms, in Å:
C: 0.53038 -2.39997 -1.13031
C: -0.83845 -2.12714 -1.78099
C: -0.78968 -0.67569 -2.31032
C: -0.18134 0.38834 -1.48560
C: -0.94628 0.77807 -0.23643
H: -0.21996 -2.59603 0.90328
H: 1.33420 -2.56761 0.72864
H: 0.90872 -3.51145 -1.27143
H: 1.38709 -1.69714 -1.45354
H: -1.60876 -2.10379 -0.97189
H: -1.27543 -2.93121 -2.49378
H: -0.26004 -0.77090 -3.27946
H: -1.83929 -0.30795 -2.48142
H: 0.85740 0.18924 -1.15407
H: -0.12202 1.23121 -2.20125
H: -1.52910 1.70940 -0.42317
H: -1.55258 0.09613 0.36669
H: 1.02089 -0.58218 0.91792
N: 0.51376 -2.16718 0.34315
O: 1.42845 0.40919 0.94464
O: -0.61181 0.94621 2.39318
O: 0.57316 2.64169 0.83381
S: 0.09603 1.32839 1.16877

The spin multiplicity is 1. The electronic energy is -23862.4381 eV. As for the LUMO energy: 0.588 eV. The HOMO-LUMO gap is 11.1 eV. The relative energy (zero: lowest compared OMol25 entry of this formula, charge and spin) comes out at 0.685 eV. The calculation puts the HOMO energy at -10.47 eV. Its SMILES is NCCCCCS(=O)(=O)O.

Q: What is the formula in the first record?
A: C37H55GeN8O2Pt

Q: Which of these has the highest spin multiplicity?
A: C37H55GeN8O2Pt

What did the third record say?
Density functional theory data (the ωB97M-V functional and the def2-TZVPD basis) for a 2-piece molecular cluster, C5H11N3 overall.

Positions of all 19 atoms, in Å:
C: 2.30558 0.98171 1.32218
C: -0.81346 -0.04479 0.21077
C: -0.41021 -2.25017 0.46960
C: -2.80864 1.14572 -0.65121
C: 1.77897 0.01841 -0.92040
N: 0.12624 0.75412 0.70770
N: -2.00698 0.08657 -0.18474
N: 1.35549 0.58451 0.43860
H: 1.91933 1.45732 2.12378
H: 3.29910 1.20612 1.02065
H: 0.67783 -2.15142 0.59422
H: -0.56868 -2.93386 -0.36513
H: -1.07961 -2.59516 1.23688
H: -2.24726 2.07600 -0.94357
H: -3.75457 1.51046 -0.06430
H: -3.29538 0.75304 -1.54604
H: 2.66727 0.54235 -1.27451
H: 0.86612 -0.05678 -1.49946
H: 1.98888 -1.08415 -0.67501

The spin multiplicity is 1. The electronic energy is -9827.0215 eV. As for the LUMO energy (alpha / beta): -0.118 / -0.119 eV. The HOMO-LUMO gap (alpha / beta) is 7.2 / 7.2 eV. The relative energy (zero: lowest compared OMol25 entry of this formula, charge and spin) comes out at 6.885 eV. The calculation puts the HOMO energy (alpha / beta) at -7.32 / -7.32 eV.

Q: What is the electronic energy in the first record?
A: -115013.4837 eV